(1)
62
Properties=species:S:1:pos:R:3:mulliken_charge:R:1 method="wB97M-V/def2-TZVPD" gap_ev=6.708 homo_energy_ev=-5.08 molar_mass_da=942.24 total_energy_ha=-8996.19601 total_charge=-1 largest_force_ha_per_bohr=0.0183
H 3.146 0.376 -3.798 0.37
O -0.594 -2.480 1.876 -0.50
C 4.283 1.389 -0.903 0.43
C -3.071 -4.622 -3.991 0.29
Cl -5.769 5.259 7.619 -0.11
C -0.147 2.099 -2.190 -0.04
H 3.508 0.837 -0.357 -0.06
C 5.656 0.789 -0.583 -1.40
B -2.004 1.002 -1.355 0.96
Cl -5.237 7.507 5.892 -0.11
C -2.798 -0.395 -1.159 -0.87
H -2.982 -0.811 -2.161 0.09
H -0.141 -1.921 2.513 0.29
C -0.827 -2.013 -0.730 0.09
O 1.856 3.387 -0.014 -0.62
H -1.235 3.411 -0.958 -0.12
C 1.664 0.557 -2.247 0.28
Cl 2.337 -7.441 1.311 -0.11
O 1.224 1.869 -2.470 -0.28
Cl 3.764 -7.041 -1.162 -0.12
C -0.535 2.569 -0.740 -0.07
B 0.527 3.144 0.284 0.52
H -0.445 2.886 -2.898 0.20
H 4.251 2.436 -0.583 0.23
C 3.711 -6.622 0.557 0.32
H -3.785 -0.174 -0.728 0.19
O 0.102 3.437 1.585 -0.54
H -2.123 -1.129 0.767 0.23
Cl -3.116 6.383 7.489 -0.11
Cl 3.545 -4.893 0.743 0.00
H -2.859 1.883 -1.657 -0.43
Cl -4.572 -4.756 -3.066 -0.12
Cl -2.012 -5.979 -3.585 -0.11
H 2.459 2.946 0.583 0.26
H 6.360 1.004 -1.389 0.31
H 3.429 -0.610 -2.358 0.28
H 1.548 0.267 -1.196 0.01
S 0.305 -2.508 0.558 1.29
H 5.598 -0.294 -0.429 0.26
Cl -0.969 0.765 3.050 -0.03
O 4.024 1.376 -2.292 -0.39
Cl 5.211 -7.183 1.328 -0.13
O 1.359 -1.542 0.767 -0.63
C -2.199 -1.496 -0.257 -0.21
H 6.036 1.215 0.354 0.40
C 3.104 0.387 -2.704 -0.73
C -2.580 1.286 3.509 0.28
H -0.932 -2.951 -1.279 0.37
O -1.250 1.493 -0.166 -0.19
H -0.315 -1.265 -1.341 -0.43
O 0.677 -3.880 0.320 -0.68
C -4.570 6.008 6.555 0.29
H -2.896 -2.346 -0.241 0.42
H -0.604 4.077 1.591 0.27
Cl -2.527 2.033 5.121 -0.13
Cl -3.445 -4.670 -5.721 -0.12
H 1.072 -0.164 -2.829 0.20
Cl -2.272 -3.109 -3.594 0.02
Cl -4.163 4.901 5.253 0.03
Cl -3.665 -0.113 3.556 -0.11
Cl -3.191 2.461 2.354 -0.08
O -0.928 0.969 -2.402 -0.62

(2)
43
Properties=species:S:1:pos:R:3:mulliken_charge:R:1 method="wB97M-V/def2-TZVPD" gap_ev="5.496 / 6.949" homo_energy_ev="-5.95 / -7.34" multiplicity=4 relative_energy_ev=6.025 molar_mass_da=347.10 total_energy_ha=-2319.17785 total_charge=0 largest_force_ha_per_bohr=0.1329
H 0.680 -1.536 4.702 0.37
H -0.870 -1.575 3.820 0.38
N -1.812 -0.165 -1.457 0.60
N 0.736 -0.862 -0.725 0.24
H -4.025 -0.660 -3.791 0.38
H 1.756 1.037 3.217 0.24
H -0.249 -0.025 4.393 0.25
H -2.279 -2.552 0.210 0.40
H 2.697 -0.473 3.576 0.42
B 0.283 0.886 -2.458 0.04
C -2.990 -0.688 -1.851 -0.20
H 2.927 -0.259 -3.023 0.46
H 3.666 -2.256 -1.183 0.41
H 1.470 -2.407 0.475 0.44
Co -1.236 -0.182 0.193 -0.05
N -1.120 0.236 -2.618 -0.17
H 0.995 3.759 -1.958 0.48
C -0.244 2.593 0.865 -0.20
N -0.478 1.587 -0.070 0.45
C 0.045 -1.000 3.984 -1.34
O -0.076 0.003 1.846 -0.54
H 1.131 -1.789 2.385 -0.05
H -0.756 -2.734 0.807 0.34
C 1.672 -1.775 -0.389 -0.09
H -1.591 1.533 0.130 0.32
H 2.530 0.176 1.906 0.30
C 0.759 -0.762 2.655 0.58
H -1.658 0.541 -4.582 0.48
H -3.612 -1.124 -1.111 0.53
H -0.622 2.304 1.835 0.59
C 2.411 -0.681 -2.183 -0.12
H 0.745 1.371 -3.441 -0.08
C 0.553 3.217 -1.137 0.08
C -1.973 0.181 -3.628 -0.12
H -1.711 -1.873 1.833 0.14
C 2.773 -1.674 -1.269 -1.31
N 1.171 -0.251 -1.876 0.01
C -1.504 -1.966 0.740 -1.23
C 2.031 0.036 2.866 -1.40
N 0.110 1.967 -1.296 -0.10
H 0.492 4.602 0.654 0.42
C -3.140 -0.420 -3.229 -1.18
C 0.310 3.658 0.183 -1.20

(3)
50
Properties=species:S:1:pos:R:3:mulliken_charge:R:1 method="wB97M-V/def2-TZVPD" gap_ev=10.770 homo_energy_ev=-10.63 relative_energy_ev=0.000 molar_mass_da=462.17 total_energy_ha=-2132.12405 total_charge=0 largest_force_ha_per_bohr=0.0258
H -2.166 0.078 -1.882 0.36
F -3.323 -8.182 -0.248 -0.24
C 0.780 -1.479 1.535 -0.85
C 1.968 1.043 1.745 -0.71
O -4.400 -5.660 1.884 -0.31
F -5.309 -7.675 0.423 -0.25
H 4.670 5.480 -4.409 0.32
C -4.059 -4.323 2.304 -0.27
C -0.995 -0.298 0.155 -0.28
F -3.862 -8.465 1.823 -0.26
H 0.921 -2.385 2.117 0.31
O -2.494 -5.808 0.692 -0.52
H 1.260 -1.567 0.566 0.33
F 2.667 5.324 0.412 -0.27
H 3.810 1.683 0.212 -0.01
C 3.831 5.527 -1.632 0.24
H 2.593 1.509 2.505 0.49
H -5.438 -3.380 0.949 0.40
H 3.765 6.459 -5.568 0.38
O 2.790 5.736 -2.417 -0.31
O 3.799 -0.486 0.733 -0.64
H 3.610 7.449 -3.260 0.33
O -2.917 0.121 -1.285 -0.50
H 1.053 -0.232 3.526 -0.11
H -1.258 -0.962 2.184 0.31
H -4.194 -2.295 1.596 0.32
H -0.480 0.649 0.300 0.10
H 3.081 4.945 -4.952 0.31
C -4.388 -3.305 1.236 -1.07
C -4.019 -7.674 0.757 0.94
F 2.684 3.584 -0.872 -0.26
C -2.467 0.023 -0.004 0.53
C -3.528 -6.253 1.089 0.32
H -0.591 -0.715 -0.767 0.39
S 2.974 0.635 0.356 1.08
O 4.933 5.964 -1.752 -0.51
C 3.406 4.632 -0.455 1.07
C 3.675 5.821 -4.690 -1.12
H 2.032 6.935 -3.853 0.32
H -3.790 -3.470 0.339 0.28
C -0.742 -1.285 1.281 -0.41
H -4.649 -4.146 3.200 0.35
F 4.471 4.165 0.189 -0.27
H -1.151 -2.259 1.023 0.26
H -3.007 -4.288 2.584 0.31
O 2.143 0.497 -0.809 -0.56
H 1.246 1.794 1.424 0.33
O -3.227 0.201 0.925 -0.57
B 1.272 -0.248 2.354 0.12
C 3.019 6.586 -3.562 -0.21

(4)
43
Properties=species:S:1:pos:R:3:mulliken_charge:R:1 method="wB97M-V/def2-TZVPD" gap_ev="8.136 / 6.721" homo_energy_ev="-16.21 / -16.09" multiplicity=4 molar_mass_da=386.16 total_energy_ha=-1016.78907 total_charge=+2 largest_force_ha_per_bohr=0.0468
C 2.653 0.811 3.270 -1.31
H 1.329 3.065 -0.129 0.04
H -0.752 1.004 3.923 0.34
N -2.381 -0.328 -1.559 -0.12
H 2.498 4.150 0.769 0.31
H 2.569 0.512 -1.938 0.50
H -0.379 -1.515 -4.557 0.46
H -2.301 -4.323 -1.375 0.51
C -1.078 -3.950 0.506 -1.19
H -4.094 2.402 -1.228 0.44
Tc 0.104 -0.058 0.189 1.47
C 1.542 -0.477 -3.754 -1.15
H 0.552 1.232 5.121 0.42
H 3.461 1.024 2.526 0.29
H 1.042 2.227 2.810 0.22
C -2.313 1.540 -0.290 -0.09
O 0.768 0.448 1.846 -0.61
N -1.372 -2.455 -1.087 -0.33
H 2.795 3.856 -0.908 0.32
C 1.766 -0.046 -2.437 -0.24
H 2.201 -0.377 -4.606 0.42
H -1.152 -4.865 1.035 0.45
C -0.423 -2.800 0.943 -0.15
H 0.115 -2.492 1.849 0.53
H 2.903 2.444 0.210 0.13
H -1.839 2.186 0.443 0.52
N -0.268 -1.020 -2.601 0.03
N 0.670 -0.420 -1.719 0.21
H -3.995 0.097 -2.789 0.50
C -3.405 0.440 -1.950 0.01
C 1.181 1.169 3.036 0.56
C -3.400 1.591 -1.162 -1.16
C 2.394 3.383 -0.002 -0.79
B -1.716 -1.526 -2.229 0.05
N -1.676 0.371 -0.532 0.18
H 2.713 -0.272 3.415 0.36
H -2.317 -2.035 -3.143 0.02
C -1.676 -3.711 -0.741 0.06
N -0.609 -1.887 -0.040 0.31
C 0.281 0.758 4.167 -1.31
H 3.008 1.230 4.212 0.41
H 0.319 -0.318 4.319 0.33
C 0.284 -1.065 -3.812 0.06

(5)
43
Properties=species:S:1:pos:R:3:mulliken_charge:R:1 method="wB97M-V/def2-TZVPD" gap_ev="5.962 / 4.815" homo_energy_ev="-6.57 / -6.56" multiplicity=3 relative_energy_ev=1.816 molar_mass_da=491.22 total_energy_ha=-5074.90430 total_charge=0 largest_force_ha_per_bohr=0.1340
H 2.413 -1.250 1.381 0.36
H 1.491 -1.829 -0.028 -0.08
H -0.734 4.115 3.011 0.38
H -0.761 0.837 3.750 0.35
H 0.393 4.170 1.576 0.37
H 4.175 0.901 1.161 0.38
C -2.711 -3.917 -2.283 0.16
O -1.152 0.633 -1.983 -0.29
H -1.967 3.397 -0.015 0.35
H -2.886 3.362 1.537 0.40
H -0.248 -2.200 1.542 0.10
H 2.461 1.304 -2.605 0.37
P 2.354 0.554 -0.372 0.92
Cl -3.775 -5.000 -3.050 -0.21
C -2.276 -2.145 -0.647 0.17
C -1.555 1.230 3.097 -1.11
H 3.400 -0.201 -2.498 0.38
H 4.134 2.051 -0.159 0.48
C -0.471 0.990 -1.083 0.33
C -0.019 3.551 2.392 -1.27
Cl -4.859 -2.935 -0.958 -0.21
H -2.893 1.931 0.448 0.29
C -0.463 -3.022 -1.928 0.42
C 2.474 0.299 -2.183 -1.19
H 0.803 3.195 3.033 0.37
H -0.805 -1.668 1.668 -0.14
C -1.335 -3.932 -2.627 -0.02
Ni 0.601 2.431 -0.144 -0.36
Cl 1.222 -3.022 -2.393 -0.22
P -0.805 2.089 1.635 1.04
C 4.057 0.993 0.079 -1.34
H 4.842 0.450 -0.454 0.38
C -2.287 2.770 0.828 -1.23
C -3.205 -3.007 -1.310 -0.02
H 3.274 -1.829 -0.066 0.38
Cl -0.746 -4.993 -3.804 -0.21
H 1.618 -0.253 -2.582 0.25
Cl -2.924 -1.029 0.519 -0.28
H -2.187 0.391 2.767 0.25
H -2.173 1.935 3.677 0.40
C 2.387 -1.251 0.274 -0.89
C -0.951 -2.208 -0.995 -0.33
H 2.088 2.113 -0.208 0.15